Molecular formula: C16H48CoN6O11
Method: DFT, ωB97M-V/def2-TZVPD

Values from the calculation:
multiplicity	4
gap between HOMO and LUMO (spin up / spin down)	7.39 / 7.41	eV
HOMO energy (spin up / spin down)	-0.274 / -0.275	Eh
E	-86435.9915	eV
total charge	0

Structure (XYZ):
```
82
Properties=species:S:1:pos:R:3:forces:R:3:mulliken_charge:R:1
Co -0.27706 1.78054 0.48528 -4.5792 5.4056 10.0277 -0.2999
O -1.80228 0.90083 0.28493 2.3888 -5.5315 6.2834 1.0678
C -1.44656 -0.10437 1.23916 1.2334 -0.9232 1.4928 -1.9895
C 0.11766 -0.20723 1.71406 -3.7149 -1.2542 -1.5979 -1.7160
O 0.97332 0.84223 1.21695 -7.0455 -2.1486 6.0712 -0.8824
H -1.64581 -1.15695 1.03794 0.0035 1.1349 -0.5249 -0.2843
H -2.00021 0.03847 2.16715 0.0104 0.2120 -0.1876 1.5310
H 0.54947 -1.14289 1.35883 -0.6365 -0.3415 -0.5278 0.7359
H 0.18019 -0.33197 2.79509 -0.3019 0.2695 -0.0114 1.2759
C 4.16433 -1.78950 -1.36238 -0.5073 0.0061 -0.7033 -0.8267
O 3.21632 -1.61889 -2.44009 0.4671 -4.8698 0.8540 -0.1724
C 2.17681 -2.65477 -2.48359 1.8741 1.3618 -1.4605 -1.5730
C 1.04641 -2.31449 -1.57979 -0.6763 -0.9148 0.0885 1.0146
N -0.24026 -2.33318 -2.33153 -0.1200 -0.6298 1.0742 -0.5144
C -1.43340 -2.04423 -1.52519 -0.7732 -0.8122 -0.1395 0.7058
C -1.63912 -2.79507 -0.20735 -1.0408 0.8194 -0.9031 -1.2233
O -2.30879 -4.04938 -0.28386 0.6370 0.6240 -0.4327 -0.4944
C -1.91921 -4.78768 0.82453 0.0089 -1.1743 0.7077 -0.7789
H 3.70989 -1.48967 -0.41810 0.3131 -0.6322 -0.3852 0.5284
H 4.91936 -1.05840 -1.65143 0.0924 -1.4423 1.1358 0.0422
H 4.59288 -2.79172 -1.36168 -0.0980 -0.1444 0.1048 0.4506
H 2.62524 -3.63135 -2.30113 -0.0357 -0.0020 0.0145 0.2692
H 1.86855 -2.59478 -3.52736 -0.2440 -0.3726 -0.0626 0.3543
H 1.16909 -1.33838 -1.11046 0.8016 -2.6196 -0.3556 -0.5793
H 1.18118 -3.09760 -0.83369 -1.2887 0.0373 0.4423 0.4304
H -0.29215 -1.52721 -2.93801 0.8837 -0.2673 -0.7758 0.7425
H -2.29962 -2.20192 -2.16776 -0.1602 -0.6389 -0.0284 0.4856
H -1.58675 -0.97420 -1.38520 0.3636 0.0725 0.7964 -0.2311
H -2.31398 -2.13429 0.33673 -0.3925 -0.6805 -0.1821 0.6842
H -0.72283 -2.81551 0.38264 0.2182 -0.4509 -0.0979 0.4820
H -0.94012 -5.23236 0.64642 0.2044 -0.1388 0.1413 0.2859
H -2.62823 -5.58313 1.05402 -0.1074 -0.0925 -0.4731 0.3147
H -1.87175 -4.22177 1.75491 0.0543 0.4721 0.0596 0.2571
C -2.75434 3.93009 0.94719 0.3385 0.3912 0.9962 -1.3204
O -1.73506 3.09393 0.37984 -1.9623 3.2106 -0.7944 0.0433
C -1.49069 3.34428 -0.99739 0.4485 1.1533 -1.3428 -0.9019
C -0.79062 2.15491 -1.71504 -0.9529 -0.2773 -0.0869 -0.1449
N 0.40778 1.70994 -0.98004 4.2036 0.6123 -10.9792 0.7398
C 0.78462 0.34722 -1.46219 -0.4658 1.9973 -1.1029 -4.3035
C 1.92210 0.41234 -2.48554 -1.6486 -1.7381 -0.8910 -1.1086
O 3.14101 0.64333 -1.90960 2.4794 0.6436 -7.8616 -0.2026
C 4.28474 0.49080 -2.81328 0.0337 0.6430 0.8863 -1.2052
H -3.80881 3.66453 0.87175 0.0267 -0.9678 -1.1137 0.4142
H -2.71525 4.97010 0.62323 0.5226 0.0221 -0.1518 0.4240
H -2.59807 3.87967 2.02475 0.8099 0.7818 -0.5956 0.3367
H -0.79943 4.18598 -1.03965 0.1291 0.4430 -0.0371 0.2588
H -2.42031 3.67246 -1.46237 0.1191 -0.5151 -0.4335 0.6465
H -0.60661 2.24921 -2.78525 -0.1454 0.6128 -0.0401 0.5325
H -1.45797 1.30978 -1.54622 1.7441 1.6362 -2.3346 0.3515
H 1.17673 2.30343 -1.25674 0.4603 0.3259 0.1602 0.4755
H -0.08534 -0.10282 -1.94046 0.1902 0.6409 -0.0935 1.9211
H 0.98313 -0.29050 -0.60080 -0.1266 1.6753 -0.3367 2.6686
H 1.76838 0.96815 -3.41050 -0.5391 0.9420 0.3065 0.3520
H 2.01317 -0.61272 -2.84477 -0.8018 0.9529 -0.4229 0.5214
H 4.54587 1.36659 -3.40734 -0.3276 0.2422 0.2468 0.2985
H 4.16697 -0.41294 -3.41118 0.0463 0.7136 -0.2639 0.4295
H 4.99096 0.25624 -2.01683 0.8239 1.2838 -1.0279 0.5080
C 3.41815 0.02004 0.95560 -1.1669 1.9931 -1.2035 -0.3624
O 4.58957 -0.23951 0.92294 3.3699 -0.2678 -0.1922 -0.7331
N 2.60198 -0.48485 1.84337 0.3183 -4.0838 4.3071 -0.4469
N 2.68772 0.76691 0.13389 4.3310 1.7519 0.4264 -0.1103
H 1.63522 -0.19936 1.78039 3.7663 -1.2894 1.0252 1.6145
H 2.93069 -1.29618 2.34712 0.0182 0.2834 0.1152 0.2785
H 1.70758 0.73279 0.37523 2.6094 -0.1850 -1.8542 -0.4934
H 3.00061 1.00026 -0.79764 1.0350 0.9632 2.7200 0.7445
C -1.86041 1.96348 3.33671 1.6943 3.2407 -0.8692 0.4159
O -0.97088 2.68406 2.85116 -4.2516 0.3824 -0.4525 -0.6712
N -3.17446 2.16582 3.38640 -2.3947 2.1411 -1.2105 -0.3419
N -1.67039 0.87543 4.00408 2.0698 -3.9519 2.8507 -0.2857
H -3.49685 2.96939 2.86637 -0.8140 -0.8551 0.3223 0.1905
H -3.75536 1.37579 3.62827 -0.4277 0.8183 -0.3686 0.1793
H -0.74932 0.73881 4.39531 -0.3358 -0.2309 0.0148 0.2902
H -2.51372 0.50660 4.41985 1.0440 -0.3741 0.6022 0.1310
O -3.03553 1.06624 -1.33842 -4.1310 1.0888 -6.0353 -0.8988
H -3.72525 1.03259 -0.67557 -0.0124 -0.1782 -0.5415 0.3600
H -2.23863 0.82108 -0.86821 -1.6934 -1.3319 0.6227 -0.5221
O 0.86012 1.76974 3.30335 2.2442 -0.1370 3.7591 -0.6764
H 1.14947 1.19681 4.01347 0.9309 -0.0005 0.3249 0.3753
H 0.79319 1.19334 2.54210 0.9071 1.2262 0.4312 -0.5483
O -4.17766 0.37116 0.55697 -2.0426 -0.9225 2.2600 -0.6738
H -4.68984 -0.39523 0.81490 -0.4674 -0.1704 -0.1009 0.3494
H -3.36149 0.29162 1.05070 0.1613 0.3306 -0.0844 0.0082
```
Positions in Å, forces in eV/Å.


Molecular formula: C7H8ClNO3P
Method: DFT, ωB97M-V/def2-TZVPD

Values from the calculation:
ΔE to the lowest compared entry with this formula, charge and spin	0.0000	eV
gap between HOMO and LUMO	7.89	eV
HOMO energy	-0.170	Eh
E	-36834.3793	eV
total charge	-1

Structure (XYZ):
```
21
Properties=species:S:1:pos:R:3:forces:R:3:mulliken_charge:R:1
C 0.59229 1.52001 -2.14144 1.9439 -2.0334 3.2238 -0.8633
C 1.93695 1.71825 -1.71506 -2.1317 0.2032 -2.2234 -0.3755
C -0.12805 0.57120 -1.42502 -2.4425 1.1238 -1.8877 0.0042
C 2.56486 1.03552 -0.73250 1.3454 -0.7772 2.3101 -0.5075
C 0.46112 -0.15191 -0.48131 0.4506 -3.3508 5.1994 0.1153
C 1.79132 0.02044 -0.07629 -0.2105 2.3436 -2.4831 0.5434
C -0.82874 -1.29061 0.81620 4.9705 1.7989 0.4930 -0.2256
N -1.49933 -2.23604 0.17198 -0.2631 -2.6228 -1.2251 -0.4975
O -2.37372 -0.88497 2.86644 -0.1233 0.4539 -0.8999 -0.5649
O -2.66001 0.44483 0.57485 -2.2558 0.4759 -1.1151 -0.7675
O -0.80587 0.94965 2.26912 0.8250 0.5663 0.7532 -0.7665
P -1.73222 0.01421 1.61121 0.2312 -0.1543 0.1988 0.8321
Cl 2.62014 -0.89105 1.06630 0.3680 -1.0837 1.3354 -0.2679
H 0.17362 2.09096 -2.87335 -0.9576 1.4759 -2.0100 0.5045
H 2.44261 2.32021 -2.40588 1.2450 1.3622 -0.3211 0.3315
H -1.23582 0.38631 -1.53483 1.1570 0.4982 -0.2181 0.1623
H 3.65024 1.35836 -0.36695 -2.4220 -1.0830 -0.9450 0.1815
H -0.10026 -1.60300 1.58168 0.1257 -0.3414 -0.7739 0.2982
H -1.69156 -0.59806 3.47552 0.0148 -0.1103 0.9895 0.3081
H -2.17705 -1.76232 -0.36431 -1.3004 -0.0378 -1.0780 0.2886
H -1.00053 -3.01199 -0.31635 -0.5703 1.2927 0.6771 0.2665
```
Positions in Å, forces in eV/Å.